Record 1
A structure of composition C12H19FGaN4S2 in a non-equilibrium geometry, computed with ωB97M-V/def2-TZVPD.

HOMO level (eV): -5.271
Frontier orbital gap (eV): 7.849
LUMO level (eV): 2.58
Energy above the lowest of the compared OMol25 structures with the same formula, charge and spin (kJ/mol): 11.2
DFT total energy (eV): -95480.5462

Structure (ORCA input):
```
! wB97M-V def2-TZVPD RIJCOSX def2/J DEFGRID3
* xyz -1 1
C 3.45 0.20 4.28
C 3.26 1.37 3.33
S 1.60 1.52 2.58
C 0.47 0.95 3.84
Ga -1.48 1.29 3.40
N -2.30 -0.39 3.07
F -1.69 2.39 2.02
N -2.26 2.15 5.04
C -3.22 2.80 4.82
S -4.56 3.66 4.60
H 2.65 0.13 5.02
H 4.38 0.32 4.83
H 3.51 -0.74 3.73
H 3.52 2.30 3.85
H 3.93 1.23 2.48
H 0.63 -0.11 4.06
H 0.68 1.49 4.77
H -1.83 -1.13 3.58
H -3.28 -0.42 3.30
N 0.94 -1.46 -0.12
C 0.97 -1.62 -1.48
C -0.23 -1.21 -1.97
C -1.02 -0.77 -0.86
C -0.26 -0.95 0.27
H 1.70 -1.67 0.51
H 1.85 -2.01 -1.97
H -0.52 -1.20 -3.01
H -2.02 -0.38 -0.88
H -0.48 -0.75 1.30
N -1.47 -1.58 -6.09
C -0.23 -1.67 -6.67
C 0.19 -0.40 -6.95
C -0.83 0.49 -6.52
C -1.84 -0.27 -5.99
H -2.01 -2.36 -5.78
H 0.24 -2.63 -6.83
H 1.13 -0.14 -7.41
H -0.82 1.57 -6.58
H -2.78 0.01 -5.55
*
```

---

Record 2
The ion C12H19FN3O with charge +1 in a non-equilibrium geometry, computed with ωB97M-V/def2-TZVPD.

HOMO level (eV): -13.800
Frontier orbital gap (eV): 10.263
LUMO level (eV): -3.54
SMILES: CCC[C@@H](C)c1c(OC#N)[nH]c[n+]1CCCF
DFT total energy (eV): -21977.9592

Structure (ORCA input):
```
! wB97M-V def2-TZVPD RIJCOSX def2/J DEFGRID3
* xyz 1 1
C -0.66 4.26 0.66
C 0.49 3.18 0.89
C 0.29 1.98 -0.11
C -0.22 0.64 0.56
C -1.42 0.87 1.59
C -0.66 -0.45 -0.46
C -1.30 -0.33 -1.76
O -1.65 0.85 -2.43
C -0.76 0.97 -3.47
N 0.10 1.30 -4.16
N -1.54 -1.61 -2.29
C -1.06 -2.57 -1.43
N -0.55 -1.86 -0.39
C 0.13 -2.39 0.83
C 1.71 -2.30 0.53
C 2.47 -3.65 0.80
F 3.69 -3.58 0.05
H -0.38 5.00 -0.14
H -0.83 4.87 1.59
H -1.63 3.74 0.43
H 0.58 2.87 1.97
H 1.45 3.72 0.65
H -0.39 2.27 -0.96
H 1.29 1.77 -0.60
H 0.63 0.25 1.20
H -1.10 1.56 2.42
H -1.69 -0.10 2.10
H -2.32 1.28 1.07
H -1.97 -1.83 -3.19
H -1.04 -3.68 -1.51
H -0.13 -1.77 1.73
H -0.15 -3.45 1.04
H 1.85 -2.07 -0.57
H 2.10 -1.42 1.10
H 1.87 -4.51 0.40
H 2.77 -3.80 1.87
*
```

---

Record 3
The molecule C12H19N in a non-equilibrium geometry, computed with ωB97M-V/def2-TZVPD.

HOMO level (eV): -8.957
Frontier orbital gap (eV): 9.851
LUMO level (eV): 0.89
SMILES: CCN=C1[C@H]2C[C@@H]3C[C@@H](C[C@H]1C3)C2
Energy above the lowest of the compared OMol25 structures with the same formula, charge and spin (kJ/mol): 156.0
DFT total energy (eV): -14241.1002

Structure (ORCA input):
```
! wB97M-V def2-TZVPD RIJCOSX def2/J DEFGRID3
* xyz 0 1
C 0.50 0.86 3.43
C 1.35 1.57 2.40
N 1.73 0.63 1.32
C 0.82 0.37 0.37
C -0.60 0.93 0.08
C -0.58 1.33 -1.39
C -0.36 0.09 -2.32
C -1.24 -1.00 -2.06
C -1.19 -1.42 -0.60
C 0.21 -1.94 -0.21
C 1.20 -0.83 -0.50
C 1.13 -0.43 -1.93
C -1.56 -0.27 0.34
H 0.82 1.29 4.39
H -0.67 0.98 3.30
H 0.85 -0.12 3.40
H 0.80 2.34 1.82
H 2.33 1.86 2.80
H -0.95 1.79 0.64
H -1.53 1.69 -1.74
H 0.17 2.14 -1.47
H -0.49 0.27 -3.36
H -2.25 -0.80 -2.40
H -0.88 -1.81 -2.74
H -1.91 -2.20 -0.39
H 0.27 -2.17 0.93
H 0.61 -2.83 -0.66
H 2.21 -0.91 -0.27
H 1.87 0.37 -2.09
H 1.40 -1.22 -2.70
H -1.45 -0.58 1.35
H -2.59 0.01 0.26
*
```

---

Record 4
A cluster of 3 separate species, C12H19N3 in total in a non-equilibrium geometry, computed with ωB97M-V/def2-TZVPD.

HOMO level (eV): -8.172
Frontier orbital gap (eV): 8.824
LUMO level (eV): 0.65
SMILES: c1cc[nH]c1.CCCC#N.CCCC#N
Energy above the lowest of the compared OMol25 structures with the same formula, charge and spin (kJ/mol): 214.9
DFT total energy (eV): -17220.3718

Structure (ORCA input):
```
! wB97M-V def2-TZVPD RIJCOSX def2/J DEFGRID3
* xyz 0 1
C -1.46 -4.50 0.06
C -0.74 -4.46 -1.19
C -0.82 -3.14 -1.62
N -1.41 -2.34 -0.58
C -1.81 -3.18 0.46
H -1.69 -5.40 0.62
H -0.25 -5.17 -1.84
H -0.41 -2.77 -2.55
H -1.74 -1.39 -0.58
H -2.39 -2.72 1.24
C 3.02 2.57 -3.30
C 3.02 1.03 -3.17
C 1.67 0.33 -3.01
C 1.06 0.39 -1.70
N 0.59 0.37 -0.65
H 2.65 2.83 -4.29
H 4.00 3.05 -3.23
H 2.33 2.98 -2.56
H 3.76 0.68 -2.45
H 3.42 0.56 -4.06
H 1.74 -0.73 -3.25
H 1.05 0.82 -3.76
C -1.02 0.77 2.34
C -1.90 1.19 3.49
C -1.41 2.24 4.49
C -0.93 3.57 3.97
N -0.46 4.60 3.66
H -0.69 1.73 1.94
H -1.54 0.34 1.48
H -0.14 0.15 2.51
H -1.83 0.25 4.04
H -2.96 1.30 3.26
H -0.59 1.68 4.94
H -2.13 2.39 5.29
*
```

---

Record 5
The molecule C12H19N5O3S in a non-equilibrium geometry, computed with ωB97M-V/def2-TZVPD.

HOMO level (eV): -9.074
Frontier orbital gap (eV): 9.572
LUMO level (eV): 0.50
SMILES: CNC(=O)[C@@H](Cc1c[nH]cn1)NC(=O)[C@H](CS)NC(C)=O
Energy above the lowest of the compared OMol25 structures with the same formula, charge and spin (kJ/mol): 27.4
DFT total energy (eV): -37181.7205

Structure (ORCA input):
```
! wB97M-V def2-TZVPD RIJCOSX def2/J DEFGRID3
* xyz 0 1
C -1.54 -2.11 5.11
N -1.54 -1.71 3.69
C -2.65 -1.62 2.91
O -3.75 -1.90 3.35
C -2.48 -1.20 1.44
C -2.84 0.28 1.23
C -2.92 0.73 -0.22
C -2.41 1.88 -0.66
N -2.81 1.98 -1.97
C -3.54 0.89 -2.27
N -3.66 0.09 -1.20
N -1.27 -1.53 0.70
C -0.02 -1.15 0.90
O 0.29 -0.58 1.94
C 1.00 -1.48 -0.23
C 2.46 -1.37 0.28
S 3.53 -2.29 -0.80
N 0.82 -0.74 -1.51
C 0.72 0.55 -1.80
C 0.91 1.64 -0.76
O 0.42 0.83 -2.95
H -2.19 -1.42 5.67
H -1.89 -3.11 5.24
H -0.52 -2.03 5.53
H -0.66 -1.43 3.25
H -3.29 -1.73 0.92
H -3.80 0.41 1.74
H -2.06 0.87 1.72
H -1.87 2.63 -0.04
H -2.56 2.76 -2.57
H -4.06 0.74 -3.22
H -1.42 -1.98 -0.18
H 0.81 -2.49 -0.45
H 2.56 -1.84 1.28
H 2.69 -0.31 0.33
H 3.28 -1.50 -1.83
H 0.70 -1.30 -2.36
H 0.27 1.45 0.09
H 1.97 1.65 -0.49
H 0.64 2.60 -1.15
*
```

---

Record 6
The molecule C12H19NO2 in a non-equilibrium geometry, computed with ωB97M-V/def2-TZVPD.

HOMO level (eV): -9.596
Frontier orbital gap (eV): 10.380
LUMO level (eV): 0.78
SMILES: CC/C=C(\C)[C@@](C#N)(CC)C(=O)OCC
Energy above the lowest of the compared OMol25 structures with the same formula, charge and spin (kJ/mol): 270.2
DFT total energy (eV): -18334.5230

Structure (ORCA input):
```
! wB97M-V def2-TZVPD RIJCOSX def2/J DEFGRID3
* xyz 0 1
C 3.85 -2.13 2.79
C 2.61 -2.33 1.90
C 2.03 -0.93 1.72
C 0.90 -0.64 1.03
C 0.06 -1.87 0.48
C 0.34 0.78 0.82
C -1.01 0.83 1.53
N -2.07 0.57 1.92
C 1.28 1.92 1.51
C 0.66 3.38 1.36
C 0.03 1.26 -0.64
O 1.05 1.24 -1.44
O -1.21 1.83 -0.87
C -1.34 2.23 -2.20
C -2.79 2.59 -2.39
H 4.52 -1.39 2.29
H 4.33 -3.09 3.05
H 3.44 -1.77 3.75
H 1.95 -2.93 2.50
H 3.12 -2.61 0.91
H 2.69 -0.15 2.12
H -0.92 -1.53 0.33
H -0.04 -2.64 1.15
H 0.42 -2.26 -0.48
H 2.18 1.94 0.82
H 1.59 1.76 2.50
H 0.50 3.75 0.33
H -0.29 3.56 1.98
H 1.28 4.02 1.98
H -1.15 1.41 -2.91
H -0.77 3.08 -2.39
H -2.78 3.00 -3.46
H -3.52 1.71 -2.33
H -2.95 3.41 -1.66
*
```

---

Record 7
The ion C12H19O2S with charge -1 in a non-equilibrium geometry, computed with ωB97M-V/def2-TZVPD.

HOMO level (eV): -2.873
Frontier orbital gap (eV): 6.107
LUMO level (eV): 3.23
Energy above the lowest of the compared OMol25 structures with the same formula, charge and spin (kJ/mol): 219.8
DFT total energy (eV): -27678.2685

Structure (ORCA input):
```
! wB97M-V def2-TZVPD RIJCOSX def2/J DEFGRID3
* xyz -1 1
C -0.67 -0.60 -1.14
C 0.48 -0.35 -1.82
C -0.97 -1.72 -0.22
C -2.36 0.48 -2.61
C -1.28 0.82 -3.61
C -0.68 1.73 -1.51
C -1.64 0.62 -1.24
C 0.01 1.04 -2.59
C -0.02 0.76 2.63
C 1.79 -0.85 3.63
C 1.86 -0.51 1.23
C 0.95 -0.39 2.38
O -1.22 -1.50 1.23
O -0.84 -2.13 3.57
S -0.13 -1.97 2.30
H -0.17 -2.48 -0.23
H -1.92 -2.10 -0.64
H -3.27 1.18 -2.87
H -2.92 -0.49 -2.73
H -1.00 0.02 -4.39
H -1.50 1.75 -4.05
H -1.32 2.61 -1.78
H 0.06 1.84 -0.71
H -2.20 0.59 -0.34
H 0.86 1.48 -3.06
H -1.04 0.53 3.10
H 0.50 1.46 3.20
H -0.27 1.35 1.66
H 2.63 -0.18 3.93
H 2.28 -1.75 3.46
H 1.08 -0.93 4.48
H 2.84 -0.03 1.53
H 2.08 -1.55 1.09
H 1.41 -0.09 0.37
*
```

---

Record 8
A cluster of 4 separate species, C12H20Br6ClNO2S in total in a non-equilibrium geometry, computed with ωB97M-V/def2-TZVPD.

HOMO level (eV): -10.024
Frontier orbital gap (eV): 10.025
LUMO level (eV): 0.00
SMILES: O=C(N=C=S)OCCCCCl.BrCCBr.BrCCBr.BrCCBr
DFT total energy (eV): -461965.8749

Structure (ORCA input):
```
! wB97M-V def2-TZVPD RIJCOSX def2/J DEFGRID3
* xyz 0 1
O 1.38 -2.63 2.66
C 1.83 -2.80 1.57
N 3.25 -2.54 1.28
C 3.39 -1.40 0.83
S 3.59 0.03 0.27
O 1.20 -3.20 0.48
C 0.16 -4.17 0.69
C -1.12 -3.63 0.07
C -1.42 -2.19 0.52
C -2.90 -1.96 0.85
Cl -3.65 -0.81 -0.30
H 0.04 -4.44 1.73
H 0.42 -5.07 0.15
H -0.91 -3.58 -0.99
H -1.95 -4.30 0.25
H -0.86 -1.94 1.42
H -1.09 -1.50 -0.24
H -2.99 -1.56 1.85
H -3.44 -2.89 0.79
Br -7.84 -1.47 -0.51
C -8.51 0.03 0.55
C -7.38 0.89 1.06
Br -6.47 0.06 2.57
H -9.11 -0.39 1.35
H -9.14 0.59 -0.12
H -7.77 1.83 1.45
H -6.63 1.09 0.31
Br 2.58 2.23 -5.96
C 2.81 2.64 -4.07
C 2.67 1.41 -3.21
Br 0.81 0.88 -3.01
H 2.08 3.40 -3.82
H 3.81 3.05 -3.98
H 3.02 1.61 -2.20
H 3.20 0.55 -3.61
Br 7.73 4.94 0.31
C 6.26 4.56 1.52
C 5.49 3.34 1.09
Br 4.33 3.72 -0.42
H 5.64 5.45 1.56
H 6.72 4.40 2.49
H 4.82 3.01 1.89
H 6.13 2.52 0.80
*
```

---

LUMO level of number 7 (C12H19O2S)? 3.23 eV

---

What is the HOMO level in the fifth record? -9.074 eV